Record 1
{"formula": "C4H5NO3", "method": "ωB97M-V/def2-TZVPD", "e_above_lowest_ev": 2.758, "homo_ev": -10.10, "smiles": "C[C@H]1OC(=O)NC1=O", "orbital_gap_ev": 10.5, "species": ["O", "H", "O", "C", "O", "C", "C", "C", "H", "H", "N", "H", "H"], "coordinates": [[-0.3277, 0.7940, -1.1129], [1.5521, 2.3783, 0.3132], [0.6870, -1.1791, -2.1247], [0.7966, 1.6376, 0.9648], [-0.2835, -0.6368, 2.1373], [0.2034, -0.4266, -1.2853], [-0.6061, -0.4120, 0.9013], [-0.4767, 1.1509, 0.3493], [1.6340, 0.7782, 1.2318], [0.6272, 1.9851, 1.9891], [-0.3264, -1.2099, -0.1123], [-1.4190, 1.9438, 0.5597], [-0.2193, -2.1405, -0.0865]], "lowdin_charge": [0.04, 0.15, 0.12, -0.10, -0.02, -0.40, -0.34, -0.18, 0.14, 0.07, 0.19, 0.21, 0.11]}

---

Record 2
{"formula": "C25H28N2O4", "method": "ωB97M-V/def2-TZVPD", "e_above_lowest_ev": 0.389, "homo_ev": -8.16, "smiles": "CCOC(=O)C1(Cc2ccc(OC)cc2)CCN(C(=O)c2ccc3[nH]ccc3c2)CC1", "orbital_gap_ev": 8.9, "species": ["H", "C", "C", "H", "H", "O", "H", "H", "H", "C", "H", "C", "C", "C", "C", "C", "C", "H", "C", "H", "C", "O", "H", "H", "C", "N", "O", "H", "H", "C", "C", "H", "H", "H", "C", "C", "H", "C", "H", "C", "C", "C", "C", "H", "C", "H", "H", "H", "H", "C", "C", "O", "H", "C", "H", "H", "N", "H", "H"], "coordinates": [[0.6810, 0.7982, 2.3969], [7.5973, -2.2925, -0.7773], [-6.9580, -2.5057, 1.6700], [-6.6872, -3.5397, 1.4325], [0.7878, 1.6732, -1.4603], [-1.5477, 2.2712, -1.9196], [-4.3469, 2.4898, 0.4280], [0.3624, 1.9779, 1.1214], [-2.5789, 3.9609, 1.4519], [6.3366, -2.5533, -0.3384], [5.8701, -3.5154, -0.2673], [1.7648, -0.0375, -0.6158], [-2.8799, 4.0928, 0.4154], [5.7512, -1.3032, 0.0104], [2.9824, 0.8752, 1.3546], [-3.0482, -1.9782, 0.1742], [5.2591, 1.3810, 0.5022], [8.7022, -0.4995, -0.9863], [-4.3131, -2.1872, 0.6985], [-0.8373, -1.7412, -1.3120], [6.7319, -0.3129, -0.2468], [2.9603, 1.5018, 2.4011], [-2.2145, -2.5132, 0.6052], [-3.8059, 0.2048, -2.2708], [-0.7475, 0.3326, -0.7301], [7.8401, -0.9470, -0.7264], [-6.6916, -1.6409, 0.5934], [-6.4328, -2.1919, 2.5781], [1.6135, -1.1235, -0.5546], [-3.4624, 2.7984, -0.1328], [4.2659, 0.4184, 0.7411], [-3.6247, 4.8814, 0.3587], [2.7091, 0.1385, -1.1356], [-0.2719, -1.0008, 0.9038], [-3.9416, -0.4622, -1.4312], [0.5758, 0.9187, 1.3153], [-4.4299, -2.8714, 1.5242], [-1.6349, 1.5562, -0.9536], [8.3520, -2.9703, -1.1281], [-0.5412, 0.0469, 0.7636], [-2.8374, -1.1113, -0.8861], [-1.4616, -0.8529, -1.4304], [6.4923, 1.0336, -0.0010], [-1.5339, -0.6228, -2.4959], [-5.4055, -1.5203, 0.1587], [-1.4639, 0.2321, 1.3102], [7.2502, 1.7796, -0.1893], [-3.7135, 2.9139, -1.1920], [-8.0323, -2.4458, 1.8376], [0.6190, 0.5969, -1.3976], [4.5069, -0.9230, 0.5085], [-2.5409, 1.7165, 0.0084], [5.0343, 2.4125, 0.7261], [-5.2051, -0.6570, -0.9195], [0.6220, 0.2125, -2.4176], [-6.0619, -0.1535, -1.3389], [1.8406, 0.5398, 0.7080], [-2.0122, 4.3861, -0.1705], [3.7559, -1.6674, 0.7275]], "lowdin_charge": [0.13, -0.11, -0.09, 0.09, 0.13, 0.13, 0.13, 0.14, 0.08, -0.03, 0.10, -0.14, -0.06, -0.17, -0.43, -0.03, -0.02, 0.16, -0.01, 0.13, -0.22, 0.07, 0.11, 0.12, -0.33, 0.07, -0.09, 0.10, 0.12, -0.21, -0.16, 0.08, 0.13, 0.12, -0.03, -0.11, 0.10, -0.47, 0.11, -0.10, -0.23, -0.07, -0.01, 0.13, -0.28, 0.12, 0.11, 0.12, 0.09, -0.09, 0.02, -0.01, 0.12, 0.01, 0.13, 0.12, -0.03, 0.08, 0.13]}

---

Record 3
{"formula": "C5H8O2", "method": "ωB97M-V/def2-TZVPD", "e_above_lowest_ev": 2.553, "homo_ev": -9.51, "smiles": "OC1CC1.C=C=O", "orbital_gap_ev": 10.3, "species": ["C", "H", "H", "H", "O", "C", "H", "C", "H", "H", "H", "C", "H", "C", "O"], "coordinates": [[2.1093, 0.5834, -1.0282], [3.0334, 0.7108, -1.5671], [1.1718, 0.9190, -1.4474], [-1.5259, 0.9433, 1.4490], [-0.6703, -1.5358, 1.2501], [-1.8711, -0.1681, -0.4255], [0.1417, -1.4244, 1.7666], [-1.1092, 0.7859, 0.4590], [-0.6224, 1.6589, 0.0312], [-1.8229, 0.0010, -1.4975], [0.1999, -0.7801, -0.4946], [-0.6072, -0.6122, 0.2114], [-2.7946, -0.5971, -0.0603], [2.1497, 0.0200, 0.1555], [2.2178, -0.5046, 1.1977]], "lowdin_charge": [0.01, 0.06, 0.06, 0.11, 0.00, -0.09, 0.08, -0.09, 0.09, 0.10, 0.10, -0.43, 0.11, -0.28, 0.16]}

---

Record 4
{"formula": "C28H34BN4O4", "method": "ωB97M-V/def2-TZVPD", "total_charge": 1, "homo_ev": -9.57, "orbital_gap_ev": 5.0, "species": ["C", "O", "N", "C", "C", "H", "H", "N", "H", "C", "C", "H", "C", "O", "H", "C", "C", "C", "H", "C", "N", "C", "C", "O", "H", "C", "C", "C", "O", "H", "H", "C", "H", "H", "H", "C", "B", "C", "H", "C", "H", "H", "H", "H", "H", "H", "H", "H", "C", "H", "H", "H", "H", "H", "H", "C", "H", "C", "C", "H", "C", "C", "H", "H", "C", "H", "H", "H", "C", "C", "N"], "coordinates": [[1.0935, 7.5378, 7.0535], [-0.1262, 4.1951, 2.0636], [0.5394, 4.9986, 2.7658], [5.0394, 8.8897, 5.7629], [0.7525, 6.2186, 4.8933], [5.3661, 10.8115, 10.6921], [4.3836, 6.7946, 5.5298], [4.4294, 9.1967, 7.0556], [7.6328, 8.5328, 4.7048], [-1.0964, 4.6659, 4.5216], [5.1740, 12.2808, 9.1235], [4.1723, 10.5377, 4.5835], [5.2962, 7.3958, 5.5164], [-6.8160, 7.2916, 9.5315], [3.2666, 9.0408, 4.4172], [6.8884, 13.8698, 10.6252], [2.4598, 7.9389, 6.6392], [-3.8451, 9.0620, 10.6433], [-1.0205, 5.7480, 7.7656], [6.3296, 14.3728, 9.4426], [6.3010, 9.5909, 5.9196], [-5.1357, 8.6025, 10.5541], [4.4179, 11.3580, 8.2080], [1.6174, 5.4995, 2.3787], [4.2092, 11.8555, 7.2447], [5.2096, 10.0824, 7.9241], [5.4602, 13.5790, 8.6997], [5.6467, 11.8116, 10.3529], [7.4753, 10.8854, 7.4240], [6.9600, 9.9947, 3.9818], [-8.3869, 6.2283, 8.8906], [-0.7268, 5.7025, 6.7112], [7.6157, 14.4770, 11.1704], [5.9625, 7.0073, 6.2871], [-3.5504, 9.8159, 11.3834], [6.4646, 10.2694, 7.0988], [-1.5192, 9.0603, 9.8531], [-7.3269, 6.2764, 8.6335], [6.8527, 12.2560, 12.0842], [3.1972, 8.7758, 7.4022], [-6.8630, 5.2964, 8.8049], [1.0570, 7.3733, 8.1577], [-1.6254, 3.9916, 3.8383], [-1.3234, 10.0524, 9.2221], [-4.7159, 6.4488, 7.9280], [-0.7300, 8.2704, 10.2705], [8.1845, 10.1263, 5.2704], [3.4563, 11.0699, 8.6604], [6.4841, 12.6230, 11.1224], [-2.4010, 7.3894, 8.1115], [5.4707, 9.5545, 8.8614], [5.7604, 7.2728, 4.5271], [-7.2267, 6.5528, 7.5758], [-5.8785, 8.9520, 11.2558], [0.6138, 8.4847, 6.8477], [7.3240, 9.5582, 4.9149], [5.0060, 13.9214, 7.7674], [-4.4930, 7.2007, 8.6841], [-5.5103, 7.6635, 9.5600], [6.5938, 15.3634, 9.0666], [0.0458, 5.3318, 4.0567], [0.3772, 6.4505, 6.2237], [-2.3782, 4.3362, 6.1943], [1.6016, 6.7154, 4.4475], [-1.4814, 4.8815, 5.8471], [2.8513, 9.1346, 8.3774], [2.7936, 7.7588, 5.6198], [4.8235, 9.1760, 3.6216], [-3.2098, 7.6874, 8.7985], [4.2736, 9.4469, 4.5351], [-2.8855, 8.5909, 9.7856]], "lowdin_charge": [-0.16, 0.06, -0.31, -0.47, 0.06, 0.11, 0.07, -0.03, 0.09, 0.01, -0.24, 0.10, 0.00, -0.04, 0.07, -0.08, -0.13, 0.02, 0.10, -0.07, -0.03, 0.07, -0.09, 0.07, 0.13, -0.17, -0.04, -0.05, 0.08, 0.09, 0.11, -0.05, 0.10, 0.10, 0.16, -0.36, 0.07, -0.02, 0.11, -0.10, 0.11, 0.12, 0.13, 0.08, 0.13, 0.07, 0.10, 0.11, -0.07, 0.13, 0.16, 0.09, 0.10, 0.14, 0.11, -0.01, 0.11, 0.06, -0.20, 0.11, -0.15, -0.16, 0.11, 0.11, -0.07, 0.13, 0.05, 0.09, 0.02, 0.00, -0.04]}

---

Record 5
{"formula": "CH5FN2", "method": "ωB97M-V/def2-TZVPD", "e_above_lowest_ev": 5.931, "homo_ev": [-9.56, -9.78], "orbital_gap_ev": [9.1, 9.8], "species": ["H", "F", "H", "H", "N", "H", "N", "H", "C"], "coordinates": [[2.2471, 1.2651, 0.7628], [2.0803, -0.7296, 0.5668], [-0.7728, 1.2453, -0.8573], [-0.3868, -1.0557, -0.8404], [-0.8139, 0.7424, 0.1109], [-1.1250, -1.0136, 0.8841], [2.0406, 0.5190, 0.0256], [-2.1400, -0.4556, -0.5108], [-1.1295, -0.5174, -0.1417]], "lowdin_charge": [0.07, -0.14, 0.08, 0.11, -0.03, 0.09, 0.09, 0.08, -0.33]}

---

Record 6
{"formula": "C13H13IrN6S2", "method": "ωB97M-V/def2-TZVPD", "e_above_lowest_ev": 1.364, "total_charge": 2, "homo_ev": -13.82, "orbital_gap_ev": 5.0, "species": ["H", "N", "N", "N", "C", "C", "C", "H", "H", "H", "N", "H", "H", "C", "H", "N", "C", "N", "C", "C", "C", "S", "H", "C", "H", "C", "H", "C", "S", "H", "H", "H", "C", "C", "Ir"], "coordinates": [[-0.9618, 2.1375, 3.6674], [2.9420, -0.5404, -0.7731], [-5.4471, 0.1052, 0.0745], [-0.5642, -1.2325, 0.3374], [-1.2675, -0.4285, -0.4880], [3.7973, -1.4914, -1.1674], [4.6585, -0.0712, -2.8796], [-3.1021, 0.4159, -1.0596], [3.7399, 1.8914, -2.9397], [-0.7160, 0.0733, -1.2710], [0.5240, 2.0965, 0.8442], [-0.8956, 3.3665, 2.4475], [2.0840, 2.6716, -1.0348], [4.6844, -1.2838, -2.2136], [-3.1036, -2.3873, 2.2043], [-0.7091, 2.4161, 2.7332], [-4.7890, -0.6996, 0.9242], [1.2825, 1.2134, 0.1680], [-1.2473, -1.9346, 1.2737], [0.0996, 1.6625, 2.0000], [-2.6249, -0.2557, -0.3618], [0.6033, 0.1301, 2.6595], [-0.6787, -2.6208, 1.8880], [-3.3255, -0.9253, 0.6457], [-6.4211, 0.2944, 0.2496], [2.9440, 0.6536, -1.3962], [-5.0507, 0.4754, -0.7695], [3.7729, 0.9238, -2.4575], [-5.4908, -1.3781, 2.2286], [3.7726, -2.4330, -0.6344], [5.3217, 0.1116, -3.7147], [5.3767, -2.0654, -2.4922], [-2.6004, -1.8084, 1.4422], [2.0557, 1.6194, -0.7791], [1.3363, -0.7023, 0.6445]], "lowdin_charge": [0.12, -0.07, 0.10, -0.18, -0.10, -0.06, 0.03, 0.12, 0.14, 0.12, 0.03, 0.14, 0.16, 0.01, 0.10, 0.15, -0.81, -0.21, -0.13, -0.79, 0.03, 0.74, 0.13, -0.16, 0.12, -0.26, 0.10, 0.05, 0.81, 0.13, 0.14, 0.13, -0.01, 0.00, 1.18]}